21
Properties=species:S:1:pos:R:3 method="wB97M-V/def2-TZVPD" spin_multiplicity=3 e_homo_ev="-5.214 / -10.219" molar_mass_g_mol=152.23 s_squared=2.0061 lumo_ev="0.96 / -0.44" e_above_lowest_kj_mol=9.49
C -0.610 2.417 0.936
C 2.566 0.351 -1.313
C 0.345 -2.380 1.793
N -2.813 -0.635 -1.488
N -1.458 -0.722 -1.860
O -0.698 1.060 0.744
O 1.389 0.760 -0.548
O 0.799 -1.376 0.903
Si 0.221 -0.113 0.057
H 0.301 2.982 0.516
H -0.656 2.709 1.974
H -1.406 2.989 0.259
H 2.326 0.309 -2.281
H 2.779 -0.702 -0.830
H 3.379 1.025 -0.942
H 1.189 -3.017 2.117
H -0.468 -2.924 1.332
H 0.201 -1.929 2.814
H -3.047 -1.295 -0.816
H -3.081 0.260 -1.116
H -1.260 0.232 -2.251